(1)
{
  "formula": "C6H16O",
  "method": "ωB97M-V with the def2-TZVPD basis set",
  "de_lowest_kj_mol": 204.0,
  "multiplicity": 2,
  "gap_ha": [0.454, 0.166],
  "e_lumo_ev": [-2.76, -10.03],
  "charge": 1,
  "s2": 0.75,
  "max_force_ha_per_bohr": 0.0791,
  "elements": ["H", "H", "C", "H", "O", "C", "H", "H", "C", "H", "H", "H", "C", "H", "H", "H", "C", "H", "H", "H", "C", "H", "H"],
  "coordinates": [[0.657618, -1.122528, 1.027226], [-0.171609, -0.387514, 3.014181], [-0.807687, 0.522990, 2.753051], [0.563230, -2.410497, -2.256587], [0.871391, -1.806019, -2.901936], [-0.898169, -0.351308, -0.355708], [0.649094, 2.256076, 2.537853], [-0.832003, -0.941541, -2.568145], [1.005436, 0.877696, 0.851428], [1.809237, -1.697140, -2.920398], [1.321621, 1.471588, -0.052411], [0.114089, 0.647048, -2.112343], [-0.839373, 0.049167, -1.853585], [1.122519, -0.978979, -0.570114], [-0.722486, 2.116243, 1.301369], [-1.501214, 0.446368, 0.162101], [0.514625, -0.400825, 0.261169], [-1.857616, 0.679721, -2.097129], [1.996071, 0.812970, 1.298227], [-1.653034, 0.173670, 2.138850], [0.076083, 1.553081, 1.835058], [-1.171689, 1.086129, 3.628799], [-1.600448, -1.208275, -0.264466]],
  "forces_ev_per_angstrom": [[-0.76, -0.99, 1.79], [-0.68, 1.32, -0.01], [1.03, 0.08, -0.80], [0.31, -1.25, 0.88], [-0.66, 0.91, -1.33], [-0.37, 1.17, -0.69], [-0.84, -0.99, -1.25], [-0.29, 2.83, 1.34], [0.41, 0.59, 0.32], [0.96, -0.39, 0.23], [-0.39, 0.21, 0.12], [-1.70, -0.93, 0.36], [-0.62, -0.47, -1.03], [-0.39, 2.09, 1.41], [0.23, -0.06, 0.01], [0.41, -0.41, 0.13], [-0.31, -1.38, -3.81], [2.20, -1.56, 0.43], [0.33, -0.24, 0.20], [0.27, 0.15, 0.53], [0.12, -0.21, 1.39], [0.23, -0.58, -0.36], [0.51, 0.13, 0.14]],
  "lowdin_charge": [0.13, 0.11, -0.04, 0.03, -0.03, -0.22, 0.14, 0.13, -0.18, 0.06, 0.18, 0.10, -0.07, 0.15, 0.14, 0.12, -0.18, 0.16, 0.14, 0.06, -0.17, 0.09, 0.15]
}

***

(2)
{
  "formula": "C6H16O2",
  "method": "ωB97M-V with the def2-TZVPD basis set",
  "de_lowest_kj_mol": 124.9,
  "multiplicity": 1,
  "smiles": "CCCO.CCCO",
  "gap_ha": 0.411,
  "e_lumo_ev": 1.01,
  "max_force_ha_per_bohr": 0.0436,
  "elements": ["H", "H", "C", "H", "C", "H", "C", "H", "O", "C", "H", "H", "H", "H", "H", "H", "C", "H", "C", "H", "O", "H", "H", "H"],
  "coordinates": [[3.604946, 1.718140, -1.833229], [5.542114, 2.634046, -1.793783], [-6.451187, -2.216842, -0.167060], [4.621094, 1.375493, 1.832861], [3.332471, 2.220044, 0.332202], [-7.122423, -3.078843, -0.345499], [-6.079228, -2.238912, 2.376474], [-6.376501, -1.763638, 3.326400], [-6.607571, -1.221894, -1.192343], [-6.723016, -1.482250, 1.147432], [3.680024, 2.797393, 2.382321], [-7.805595, -1.276232, 1.252488], [5.046536, 3.013093, 1.244140], [4.938963, 1.061644, -0.840526], [-6.193866, -0.509907, 1.146900], [-5.408524, -2.582657, -0.234098], [4.209750, 2.351170, 1.523898], [-4.979131, -2.314331, 2.349982], [4.194025, 1.877577, -0.909647], [-6.502531, -3.256952, 2.344851], [4.920081, 3.077031, -1.179584], [-6.634094, -1.724033, -2.033496], [2.682115, 1.346179, 0.529288], [2.678913, 3.105005, 0.209032]],
  "forces_ev_per_angstrom": [[-0.27, -0.46, 0.63], [0.20, 1.68, 0.18], [0.36, 0.73, -0.06], [-0.12, 0.37, -0.09], [-0.66, -2.04, -0.67], [0.12, 0.38, 0.27], [-1.33, -0.19, -0.57], [0.13, -0.22, -0.39], [-0.29, -1.04, -0.93], [1.35, -0.16, 0.95], [0.25, -0.21, -0.27], [0.58, -0.27, 0.16], [-0.18, -0.20, 0.45], [-0.72, -0.03, 0.72], [-0.45, -0.29, -0.54], [-0.34, -0.01, 0.39], [1.01, 0.65, 0.96], [-0.49, 0.20, -0.27], [-1.38, 1.24, -0.12], [0.34, 0.17, 0.41], [1.45, -1.02, -1.07], [0.02, 0.72, 0.56], [-0.15, 0.44, -0.28], [0.56, -0.43, -0.45]],
  "lowdin_charge": [0.11, 0.09, -0.29, 0.08, -0.26, 0.12, -0.11, 0.06, -0.10, -0.24, 0.08, 0.11, 0.08, 0.12, 0.11, 0.12, -0.14, 0.07, -0.28, 0.06, -0.11, 0.09, 0.11, 0.12]
}

***

(3)
{
  "formula": "C6H16O2",
  "method": "ωB97M-V with the def2-TZVPD basis set",
  "de_lowest_kj_mol": 222.5,
  "multiplicity": 1,
  "smiles": "CC(C)CCCO.O",
  "gap_ha": 0.392,
  "e_lumo_ev": 0.74,
  "max_force_ha_per_bohr": 0.0883,
  "elements": ["H", "H", "C", "C", "H", "H", "H", "H", "H", "H", "H", "C", "H", "O", "H", "H", "H", "O", "C", "H", "H", "H", "C", "C"],
  "coordinates": [[-2.305554, 1.160841, 2.072444], [0.684779, -1.058266, -0.440783], [2.123649, 1.978436, -0.183200], [-2.301872, 0.407111, 1.284950], [0.092273, 2.214940, 0.298556], [3.202280, 2.178172, -0.257376], [2.030276, -0.411208, -1.451503], [1.954488, -4.449629, -1.749139], [-1.575460, 0.396321, -0.655652], [1.900152, 1.973347, -1.314705], [0.518366, -4.037699, -1.776744], [1.642094, -0.559857, -0.426968], [-3.383880, 1.299418, -0.228990], [-3.515101, 0.655500, 0.480817], [-0.133767, 1.558266, 1.768122], [-2.678361, -0.421605, 1.859524], [2.047757, 0.421161, 1.412249], [1.365484, -3.823759, -2.178321], [1.561033, 0.723902, 0.484173], [1.744537, 2.891164, 0.271618], [2.144821, -1.344047, 0.190384], [-0.775699, -0.782101, 0.270207], [0.058804, 1.181043, 0.777112], [-1.160198, 0.330155, 0.317207]],
  "forces_ev_per_angstrom": [[0.81, 0.64, -0.30], [-0.37, 0.24, -0.78], [1.41, 0.35, -2.04], [-3.07, 1.13, -0.85], [-1.05, -1.46, -0.02], [0.15, -0.79, 0.61], [-0.03, -0.21, 0.74], [0.27, 0.00, -0.06], [0.08, 0.86, -1.07], [-0.41, 0.08, 1.70], [-0.19, 0.14, -0.10], [0.27, -0.17, 1.53], [0.37, -0.08, 0.48], [-0.27, -0.10, 0.37], [0.32, -0.72, 0.92], [0.75, -1.16, -0.15], [0.07, 0.59, 0.06], [-0.09, -0.13, 0.16], [-1.25, -0.41, -0.76], [-0.11, 0.01, -0.10], [0.61, 0.61, -1.03], [-0.95, 1.91, 0.44], [-0.01, 1.66, -1.89], [2.68, -2.98, 2.14]],
  "lowdin_charge": [0.11, 0.02, -0.12, -0.23, 0.10, 0.07, 0.09, 0.03, 0.10, 0.11, 0.03, -0.07, 0.07, -0.12, 0.09, 0.11, 0.12, -0.06, -0.36, 0.06, 0.08, 0.12, -0.16, -0.17]
}

***

(4)
{
  "formula": "C6H16O2Si2",
  "method": "ωB97M-V with the def2-TZVPD basis set",
  "de_lowest_kj_mol": 227.5,
  "multiplicity": 1,
  "smiles": "CO/C([C@@H](C)OC)=[Si](\\C)[SiH3]",
  "gap_ha": 0.283,
  "e_lumo_ev": 0.31,
  "max_force_ha_per_bohr": 0.0738,
  "elements": ["O", "H", "O", "C", "H", "H", "H", "H", "H", "Si", "H", "H", "C", "C", "H", "H", "Si", "H", "H", "H", "H", "C", "H", "C", "H", "C"],
  "coordinates": [[0.175519, -2.041188, 0.374971], [1.415565, -3.470638, -0.317279], [1.107728, 1.241767, -0.466032], [2.765541, -0.266767, 0.525350], [-2.343735, -2.519168, 0.908194], [-3.893280, -1.561400, 0.467245], [3.037833, -0.185645, -0.522586], [-3.116913, 2.431486, 1.559348], [2.588571, -1.258461, 0.982576], [-1.706494, -0.194335, 0.333232], [1.155484, 0.723996, 1.554906], [-2.348021, 2.794830, -0.861622], [-2.787200, -1.752472, 0.214725], [1.800051, 2.516403, -0.332095], [1.510237, 2.844772, 0.789009], [3.533139, 0.407158, 1.018543], [-2.721253, 1.814398, 0.244626], [-4.029986, 1.553969, -0.302239], [-2.827816, -1.927909, -0.861179], [1.175319, -1.984762, -1.528606], [-0.098729, -3.189488, -1.238879], [0.799075, -2.671479, -0.708154], [1.362435, 3.342402, -0.993439], [0.038065, -0.622834, 0.295390], [2.967893, 2.432724, -0.519504], [1.302444, 0.338726, 0.529042]],
  "forces_ev_per_angstrom": [[0.66, 2.10, 0.94], [0.68, 0.19, -0.29], [0.41, 3.27, -1.88], [-1.44, 1.05, 0.14], [-0.53, 0.46, -1.24], [1.70, -0.16, 0.00], [0.23, -1.07, -0.25], [0.58, 0.00, -0.31], [1.09, 0.31, -0.44], [2.02, -1.34, -0.04], [-0.13, 0.49, -0.31], [0.47, -0.29, 0.89], [-1.36, 0.90, 0.88], [-0.01, 0.42, 1.99], [1.29, -0.35, -2.27], [-1.20, -0.98, 0.08], [-0.49, 1.52, -0.41], [-0.87, -0.63, -0.20], [0.33, -0.88, 0.15], [0.26, -0.70, 1.41], [1.52, 0.39, 0.44], [-2.63, -0.66, -2.41], [0.49, -1.69, 0.58], [-0.50, -0.46, 0.86], [-2.41, 0.15, 0.57], [-0.18, -2.03, 1.13]],
  "lowdin_charge": [-0.27, 0.08, -0.24, -0.03, 0.04, 0.05, 0.07, -0.11, 0.08, 0.61, 0.13, -0.10, -0.26, -0.08, 0.12, 0.09, 0.44, -0.14, 0.01, 0.11, 0.11, -0.13, 0.09, -0.32, 0.11, -0.45]
}

***

(5)
{
  "formula": "C6H16O3",
  "method": "ωB97M-V with the def2-TZVPD basis set",
  "de_lowest_kj_mol": 180.1,
  "multiplicity": 1,
  "smiles": "CC[C@H](C)CC=O.O.O",
  "gap_ha": 0.396,
  "e_lumo_ev": 0.70,
  "max_force_ha_per_bohr": 0.1086,
  "elements": ["C", "C", "O", "H", "C", "H", "H", "H", "H", "O", "O", "C", "H", "H", "H", "H", "H", "H", "H", "H", "H", "C", "C", "H", "H"],
  "coordinates": [[-1.245861, -1.675032, -0.677774], [-1.278111, -0.576232, 2.103970], [-2.251613, -1.302017, -1.238377], [-0.008832, 0.001414, -1.278370], [2.195922, -0.304126, 0.294515], [2.972555, -0.564103, 0.959576], [-0.229760, 0.810411, 0.998611], [0.952694, -2.161375, 0.843243], [2.007171, 2.202665, -2.042009], [1.447381, 2.850110, -2.501747], [-2.083570, 2.110836, -1.173025], [0.049921, -0.991814, -0.838307], [0.951658, 3.302596, -1.792059], [0.728610, 0.485549, 2.199918], [-1.464642, 0.244216, 2.901964], [-2.104172, 1.897192, -2.043463], [-2.235082, 1.201789, -0.721441], [2.488123, -0.541826, -0.757288], [2.088857, 0.758580, 0.436396], [-1.274917, -2.641459, -0.143980], [-2.016431, -1.024516, 1.479328], [-0.010302, -0.042615, 1.519776], [0.922496, -1.058333, 0.474054], [-1.060308, -1.485501, 2.725727], [0.458212, -1.496419, -1.729243]],
  "forces_ev_per_angstrom": [[-0.94, 0.16, -1.08], [1.76, -0.23, 3.96], [-0.20, 0.07, 0.28], [-0.51, 0.44, 0.62], [0.34, -0.81, -1.97], [0.92, -0.68, 0.74], [-0.78, 1.95, -2.38], [0.26, 2.05, -0.42], [-0.28, 0.35, -0.19], [-0.06, -0.02, 0.69], [-0.19, -1.44, 5.40], [1.45, -0.59, 0.37], [0.29, -0.38, -0.49], [-0.85, -1.49, 0.28], [-1.17, -1.46, -1.48], [-0.09, -0.92, -4.28], [0.31, 2.28, -1.14], [0.54, 0.57, 0.75], [-0.39, 0.47, -0.33], [0.26, 0.03, 0.25], [-0.97, 1.03, -0.71], [3.26, -2.69, -0.43], [-3.70, 1.21, 1.28], [0.20, 0.70, -0.11], [0.55, -0.60, 0.41]],
  "lowdin_charge": [-0.31, -0.12, 0.04, 0.11, -0.11, 0.06, 0.05, 0.16, 0.02, -0.07, -0.05, -0.17, 0.04, 0.12, 0.12, -0.03, 0.07, 0.09, 0.07, 0.13, 0.04, -0.22, -0.28, 0.08, 0.13]
}

***

What electronic energy values result from the calculations? In sequence: -8516.8993 -10575.2471 -10574.2351 -26326.4232 -12621.8218 eV.